15
Properties=species:S:1:pos:R:3 method="wB97M-V/def2-TZVPD" smiles="C[C@@]1(C(N)=O)CN1" total_energy_ha=-341.950994 homo_energy_ha=-0.35070 mol_weight_g_mol=100.12 total_charge=0 de_lowest_kj_mol=138.2
C 1.580 -0.259 -0.714
C 0.205 -0.140 -0.089
C -0.060 1.211 0.551
N -1.059 1.260 1.474
O 0.555 2.200 0.188
C -0.979 -0.820 -0.713
N -0.376 -1.345 0.494
H 1.596 -0.551 -1.769
H 2.094 0.695 -0.620
H 2.152 -1.000 -0.151
H -1.624 0.438 1.620
H -1.486 2.164 1.617
H -1.994 -0.491 -0.512
H -0.832 -1.214 -1.716
H 0.227 -2.149 0.340


16
Properties=species:S:1:pos:R:3 method="wB97M-V/def2-TZVPD" total_energy_ha=-325.730763 homo_energy_ha="-0.29394 / -0.25970" mol_weight_g_mol=99.13 total_charge=0 de_lowest_kj_mol=542.9
C 0.483 0.131 -1.511
C 0.606 0.815 -0.172
C 0.445 -1.386 -1.365
C -0.411 0.191 0.760
C -0.974 0.777 2.146
N -0.748 -1.846 -0.689
O -0.976 -0.958 0.415
H -0.435 0.538 -1.864
H 1.461 0.392 -2.133
H 1.633 0.583 0.112
H 0.297 1.828 -0.106
H 0.412 -1.905 -2.383
H 1.244 -1.813 -0.850
H -0.057 1.080 2.662
H -1.305 -0.093 2.743
H -1.675 1.667 2.234